59
Properties=species:S:1:pos:R:3:forces:R:3 method="wB97M-V/def2-TZVPD" e_lumo_ev="0.4705 / -2.7051" spin_multiplicity=2 orbital_gap_ha="0.3738 / 0.2571" e_homo_ev="-9.7003 / -9.7005"
Ag 8.32400 10.56937 12.59696 -0.6 0.2 -0.2
O 12.22008 9.39562 12.57070 1.1 -1.5 -1.5
C 11.09186 9.88625 13.02883 -1.1 0.3 -1.6
O 11.01565 10.33108 14.12256 -0.3 0.9 3.1
O 10.15460 9.91690 12.13174 0.2 -0.4 -0.7
H 11.97119 9.02215 11.69308 0.6 0.3 0.6
O 4.82905 9.41682 11.53077 -0.5 -0.3 1.3
C 6.02212 9.99914 11.67434 0.8 -1.2 -4.2
O 6.23148 10.85827 12.52006 -0.1 1.7 2.8
O 6.89721 9.72137 10.78833 -0.3 -0.1 1.3
H 4.41340 9.40292 12.42226 0.1 0.2 -0.8
O 8.90712 14.66106 9.69035 0.4 0.2 -0.4
C 7.77974 14.51720 10.04544 -1.1 -0.9 -0.9
O 6.70019 14.54932 9.17686 1.0 0.3 -0.2
C 5.45201 14.37639 9.86347 1.0 0.4 1.3
C 5.82244 14.74215 11.33153 0.2 -0.3 0.2
C 7.26578 14.24336 11.39467 -1.2 -1.3 1.4
H 5.16922 13.33447 9.80756 -0.1 -0.4 0.0
H 4.69970 14.98218 9.38269 -0.1 0.3 0.0
H 5.23071 14.18701 12.07302 -0.1 0.6 -0.3
H 5.91061 15.81566 11.56185 -0.9 -0.2 -0.4
H 7.22910 13.18074 11.77749 0.4 0.7 -1.2
H 7.85815 14.71836 12.13899 0.5 0.7 0.5
O 10.57764 9.69218 6.48174 2.5 -1.3 -2.0
C 9.66348 10.14999 7.03553 -2.3 0.4 1.1
O 8.37194 9.96834 6.64622 -0.1 -0.5 -0.4
C 7.45161 10.45271 7.64514 -0.9 0.7 -1.1
C 8.23880 11.53118 8.33236 1.6 0.5 -0.9
C 9.67651 10.91850 8.27701 -2.4 0.3 2.1
H 7.10914 9.62765 8.27267 0.2 0.1 0.1
H 6.59034 10.91093 7.08914 0.6 -0.7 0.5
H 7.91943 11.80294 9.30548 -0.4 0.0 1.0
H 8.23232 12.44103 7.72130 -0.1 -0.1 0.1
H 9.67020 10.22895 9.13048 0.5 -0.3 -0.2
H 10.48346 11.58456 8.39577 0.9 0.8 -0.1
O 8.83820 12.68207 13.53462 0.8 0.0 0.0
C 9.89950 13.28400 13.39087 -2.1 0.1 1.3
O 10.14969 14.34042 14.17449 0.6 -0.1 -0.7
C 11.41592 14.93560 13.77585 0.5 0.5 -0.4
C 12.03703 14.04693 12.66789 0.8 -0.2 -0.2
C 10.88974 13.08993 12.34837 0.0 1.0 -1.4
H 12.00445 15.02698 14.69672 -0.1 0.1 -0.4
H 11.26797 15.92240 13.26533 -0.4 -0.6 1.1
H 12.93572 13.45408 12.95243 -0.6 0.7 0.1
H 12.32235 14.73387 11.82416 -0.3 -1.0 0.6
H 11.04469 12.04579 12.19535 0.6 -0.5 -0.1
H 10.34080 13.42419 11.45194 0.2 0.0 -0.1
O 7.56475 9.08523 14.42131 0.9 -0.5 -0.1
C 8.45139 8.32039 14.78637 -1.8 1.2 1.2
O 9.13715 7.58428 13.96067 0.6 -0.4 -0.7
C 10.14761 6.78848 14.64280 -1.6 0.5 1.5
C 10.20142 7.41151 16.06613 -1.1 -0.3 -0.7
C 8.79713 8.03391 16.24111 0.6 -0.4 -0.7
H 11.03476 6.89125 14.08100 1.0 0.0 -0.5
H 9.78554 5.77256 14.66952 0.0 -0.4 -0.2
H 10.83552 8.25489 15.94253 1.2 0.5 0.6
H 10.44067 6.68446 16.83812 0.4 0.3 0.0
H 8.73483 8.89975 16.91089 0.1 -0.1 -0.5
H 8.06270 7.31138 16.57686 -0.2 -0.3 0.1

=====

94
Properties=species:S:1:pos:R:3:forces:R:3 method="wB97M-V/def2-TZVPD" e_lumo_ev=-4.4662 charge=+1 orbital_gap_ha=0.2075 relative_energy_ev=0.529 e_homo_ev=-10.1113
Zr -0.40996 -0.06758 0.55712 0.0 -0.3 -0.5
C -1.93147 0.27120 -4.89655 0.0 0.0 0.0
C -2.66855 1.17403 -4.13805 0.0 0.0 0.0
C -2.23654 1.54454 -2.87871 0.1 -0.1 0.0
C -1.04880 1.02024 -2.36192 -0.1 -0.1 -0.2
C -0.30473 0.13113 -3.12680 0.0 0.1 0.0
C -0.75225 -0.24371 -4.38808 0.0 0.0 0.0
N -0.63941 1.33960 -1.04495 0.1 0.0 0.8
C -0.57363 2.67330 -0.70176 0.4 0.1 -0.1
C -0.31122 3.72013 -1.60366 0.0 0.0 -0.1
C -0.22186 5.01570 -1.14984 0.0 -0.1 -0.1
C -0.39168 5.35499 0.20429 0.0 -0.1 0.1
C -0.65590 4.36113 1.11004 0.1 0.2 -0.2
C -0.73217 3.04001 0.64898 -0.4 -0.1 0.3
N -1.08486 1.97546 1.45670 0.2 0.0 0.0
N -1.50944 2.15652 2.61809 0.0 0.1 -0.2
C -1.83100 0.94176 3.25100 0.0 0.0 0.0
C -2.38852 1.00572 4.51424 0.0 -0.1 -0.1
C -2.68332 -0.18595 5.15752 0.0 0.1 0.0
C -2.41395 -1.37810 4.50925 0.0 -0.1 0.0
C -1.86523 -1.34993 3.23792 0.0 0.1 0.0
N -1.57025 -0.20878 2.60280 0.0 0.0 0.4
H -2.27568 -0.01871 -5.88022 0.0 0.0 0.0
H -3.59300 1.58166 -4.52581 0.0 0.0 0.0
H -2.82683 2.22592 -2.27892 0.0 0.0 0.0
H 0.65225 -0.21028 -2.75124 0.0 0.0 0.0
H -0.15880 -0.92271 -4.98705 0.0 0.0 0.0
H -0.16240 3.49082 -2.64970 0.0 0.0 0.0
H 0.00025 5.79921 -1.86324 0.0 0.0 0.0
H -0.30042 6.38456 0.51840 0.0 0.0 0.0
H -0.78504 4.56084 2.16407 0.0 0.0 0.0
H -2.57194 1.97194 4.95947 0.0 0.0 0.0
H -3.11358 -0.17872 6.14965 0.0 0.0 0.0
H -2.62052 -2.33200 4.97208 0.0 0.0 0.0
H -1.65014 -2.26031 2.69933 0.0 0.0 0.0
O -2.36240 -0.89366 -0.57760 0.0 0.0 -0.1
C -1.76758 -1.97568 -0.42220 0.2 0.0 0.1
O -1.03585 -2.10365 0.64491 0.0 0.0 0.1
C -1.58878 -3.04029 -1.43367 -0.2 0.1 0.0
C -2.66610 -3.66249 -2.04590 0.0 0.0 0.0
C -2.43591 -4.71838 -2.91317 0.0 0.0 0.0
C -1.13610 -5.13186 -3.16625 0.0 0.0 0.0
C -0.06171 -4.47201 -2.58624 0.0 0.0 0.0
C -0.26727 -3.40365 -1.71877 0.1 -0.1 -0.2
P 1.13737 -2.42024 -1.04098 -0.2 0.2 0.1
C 2.30303 -2.26141 -2.43337 0.0 0.1 0.0
C 1.91671 -2.32898 -3.76902 0.0 0.0 0.0
C 2.83453 -2.09158 -4.78277 0.0 0.0 0.0
C 4.14750 -1.77693 -4.47208 0.0 0.0 0.0
C 4.53862 -1.68350 -3.14274 0.0 0.0 0.0
C 3.62318 -1.91806 -2.13142 0.0 0.0 0.0
C 1.96730 -3.61431 0.06080 0.0 0.0 0.1
C 2.85314 -4.57189 -0.43245 0.0 0.0 0.0
C 3.45776 -5.47568 0.42584 0.0 0.0 0.0
C 3.18902 -5.43178 1.78664 0.0 0.0 0.0
C 2.30848 -4.48500 2.28635 0.0 0.0 0.0
C 1.70117 -3.58035 1.42817 0.0 0.0 0.0
H -3.67257 -3.33338 -1.82318 0.0 0.0 0.0
H -3.26775 -5.22372 -3.38427 0.0 0.0 0.0
H -0.95356 -5.96767 -3.82846 0.0 0.0 0.0
H 0.94649 -4.78838 -2.82202 0.0 0.0 0.0
H 0.89675 -2.58022 -4.02625 0.0 0.0 0.0
H 2.52074 -2.16456 -5.81630 0.0 0.0 0.0
H 4.87058 -1.61663 -5.26190 0.0 0.0 0.0
H 5.56198 -1.43746 -2.89108 0.0 0.0 0.0
H 3.94920 -1.85586 -1.10037 0.0 0.0 0.0
H 3.08402 -4.61255 -1.48942 0.0 0.0 0.0
H 4.14358 -6.21341 0.03089 0.0 0.0 0.0
H 3.67106 -6.13180 2.45604 0.0 0.0 0.0
H 2.10146 -4.44018 3.34744 0.0 0.0 0.0
H 1.02552 -2.83790 1.83008 0.0 0.0 0.0
N 5.89702 -0.09026 5.00488 0.0 0.0 0.0
C 4.95562 -0.05054 4.34771 0.2 0.0 0.1
C 3.78203 -0.00101 3.52843 -0.2 0.0 -0.1
C 2.59746 0.53535 4.02894 0.0 0.0 0.0
C 1.46903 0.56216 3.22734 0.0 0.0 0.1
C 1.45798 0.06683 1.91324 -0.4 0.2 -0.2
C 2.67826 -0.43954 1.44627 0.1 0.0 0.0
C 3.82296 -0.48397 2.22576 0.0 0.0 0.0
H 2.56812 0.92602 5.03728 0.0 0.0 0.0
H 0.58086 0.99836 3.66913 0.0 0.0 0.0
H 2.75959 -0.80471 0.43119 0.0 0.0 0.0
H 4.74511 -0.88733 1.82846 0.0 0.0 0.0
S 2.86774 1.53087 -1.15778 0.0 0.0 0.1
C 3.48870 1.73298 -2.67235 0.0 0.0 -0.1
N 4.77522 1.96058 -2.96309 0.0 -0.1 0.0
C 5.09470 2.38210 -4.31802 0.0 0.0 0.0
C 4.00169 1.78143 -5.19731 0.0 0.1 0.0
S 2.52942 1.70153 -4.13387 0.0 0.0 0.0
H 5.40819 2.11206 -2.19263 0.0 0.0 0.0
H 6.07960 2.01556 -4.60445 0.0 0.0 0.0
H 5.09385 3.47409 -4.38319 0.0 0.0 0.0
H 4.25951 0.77556 -5.52302 0.0 0.0 0.0
H 3.79735 2.40103 -6.06656 0.0 0.0 0.0

=====

Number 1: maximum force 4.417 eV/A. Number 2: maximum force 0.763 eV/A.